Density functional theory data (ωB97M-V with the def2-TZVPD basis set) for a cluster of 2 separate species, C2H6O3 in total at a distorted geometry.

Last column: Mulliken charge in e.
Atoms and positions in Å:
O (5.82003, 0.26487, 4.78717)  -0.6526
O (-0.87364, 0.49968, 2.27231)  -0.4688
O (1.31096, 0.95068, 1.75312)  -0.5315
C (0.20569, 0.52212, 1.46130)  0.7251
C (0.00000, 0.00000, 0.00000)  -0.9374
H (0.83221, 0.16340, -0.70522)  0.2671
H (-1.66728, 0.00260, 1.93311)  0.3453
H (-0.89120, 0.52787, -0.37912)  0.3051
H (4.89488, -0.01734, 4.60632)  0.3290
H (6.08177, 0.78146, 3.99162)  0.3238
H (-0.22095, -1.07993, 0.03929)  0.2949

## Properties
LUMO level	0.4	eV
E_tot	-8313.664	eV
E_HOMO	-0.384	Eh
relative energy (zero: lowest compared OMol25 entry of this formula, charge and spin)	0.8436	eV

Density functional theory data (ωB97M-V with the def2-TZVPD basis set) for a structure of composition C26H24FN4O6Tc at a distorted geometry.

Last column: Mulliken charge in e.
Atoms and positions in Å:
Tc (0.59043, -1.37188, -1.45371)  0.7252
F (-0.73468, 1.13189, 4.83775)  -0.3413
O (-0.23587, -0.31331, 0.13914)  -0.6332
O (-0.35365, -2.96125, -0.18203)  -0.3032
O (-0.65142, -0.40316, -2.64126)  -0.4093
O (-1.70959, 1.36244, -3.44881)  -0.7214
O (5.17397, -2.33981, 4.26539)  -0.6130
O (1.94417, -1.23919, -2.37266)  -0.6192
N (-2.17133, 3.31181, 0.00335)  0.1761
N (2.33779, -1.77839, 0.22325)  0.1648
N (-0.15081, -2.89490, -2.71899)  0.2542
N (6.74837, -2.58471, 2.67320)  -0.2982
C (-1.23654, 0.75059, -2.51345)  0.1140
C (-2.70496, 4.83139, 2.40422)  -1.0287
C (-2.89869, 4.61661, -0.07177)  0.5032
C (-0.86910, 0.80473, 0.05247)  1.9378
C (4.42212, -2.17247, 2.03020)  1.0957
C (-1.68313, 2.90876, 3.63194)  -0.6862
C (-0.80415, 0.96703, 2.51135)  -1.1601
C (-1.79991, 2.77848, 1.23815)  -0.6468
C (-0.73903, -4.00799, -2.26466)  0.4116
C (-2.44189, 5.50776, 1.07021)  -0.9541
C (3.57206, -2.05058, -0.19849)  -0.6069
C (-2.71039, 5.29937, -1.41640)  -1.8412
C (3.13713, -1.88859, 2.47331)  -0.8091
C (2.13838, -1.70175, 1.54315)  0.0516
C (-1.07251, 1.65730, 3.65477)  0.0308
C (-0.04562, -2.71375, -4.04267)  -0.1127
C (-1.16483, 1.52576, 1.27635)  0.7251
C (4.63811, -2.25415, 0.66339)  -0.7580
C (-1.22689, -4.97546, -3.12042)  -0.9313
C (-1.31433, 1.37881, -1.14065)  -0.5479
C (-0.88080, -4.14849, -0.77055)  -0.2906
C (-1.10988, -4.79145, -4.48686)  -0.2009
C (5.48099, -2.37210, 3.09244)  0.2495
C (-1.93972, 2.60767, -1.09460)  -0.3925
C (-2.05378, 3.47672, 2.43793)  0.9921
C (-0.50985, -3.63576, -4.95731)  -0.8668
H (7.02685, -2.57906, 1.71114)  0.1428
H (7.45479, -2.70730, 3.37883)  0.2462
H (-1.37937, 5.73721, 0.95050)  0.3373
H (1.12980, -1.46050, 1.84828)  0.0911
H (-0.32463, 0.00324, 2.55469)  0.4501
H (-1.85745, 3.42730, 4.56604)  0.5316
H (-2.98748, 6.44846, 1.00851)  0.3773
H (-0.33451, -5.02373, -0.41221)  0.3911
H (-3.21344, 4.78387, -2.23198)  0.5379
H (-3.14230, 6.29712, -1.35669)  0.4343
H (-2.33754, 5.43576, 3.23289)  0.4716
H (-0.40116, -3.44753, -6.01487)  0.4132
H (-1.65227, 5.40578, -1.66067)  0.4018
H (5.60632, -2.47547, 0.23747)  0.2763
H (-2.26972, 3.01841, -2.03631)  0.7082
H (-1.48569, -5.53718, -5.17405)  0.4251
H (0.42972, -1.79496, -4.35263)  0.4566
H (-1.69683, -5.86157, -2.71426)  0.4382
H (3.70165, -2.08754, -1.27202)  0.5414
H (-3.78403, 4.72171, 2.54900)  0.3304
H (2.94704, -1.81741, 3.53474)  0.4963
H (-3.95863, 4.38456, 0.07080)  0.1391
H (-0.50616, -2.92469, 0.76799)  0.3107
H (-1.93509, -4.26444, -0.51190)  0.3922

## Properties
⟨S²⟩	0.754
LUMO level (spin up / spin down)	-3.0 / -2.9	eV
E_tot	-50510.002	eV
E_HOMO (spin up / spin down)	-0.364 / -0.391	Eh
total charge	+1
relative energy (zero: lowest compared OMol25 entry of this formula, charge and spin)	0.7958	eV
spin multiplicity	2